Molecular formula: C9H24O2OsP2
Method: DFT, wB97M-V/def2-TZVPD

```
! RIJCOSX wB97M-V def2-TZVPD def2/J DEFGRID3
* xyz 2 5
Os 0.159 -0.081 -0.099
H -1.370 -0.725 0.153
H -1.709 1.018 2.133
P -0.067 -2.254 -0.547
P 0.005 2.092 -0.734
C 1.423 3.033 -0.095
H 1.362 4.065 -0.451
H 1.401 3.027 1.003
H 2.361 2.579 -0.440
C 0.082 2.456 -2.503
H -0.757 1.951 -3.002
H 0.015 3.533 -2.675
H 1.018 2.068 -2.914
C -1.402 3.058 -0.138
H -1.423 3.044 0.954
H -1.310 4.089 -0.490
H -2.336 2.630 -0.530
C 0.228 -2.547 -2.331
H 0.181 -3.620 -2.568
H -0.545 -1.998 -2.895
H 1.217 -2.139 -2.591
C 1.274 -3.223 0.244
H 1.154 -3.164 1.337
H 1.226 -4.275 -0.074
H 2.251 -2.793 -0.030
C -1.539 -3.279 -0.193
H -2.411 -2.845 -0.706
H -1.390 -4.317 -0.530
H -1.733 -3.267 0.892
C 1.996 -0.085 0.399
O 3.107 -0.059 0.737
H -0.543 0.224 -1.472
C -0.395 -0.113 3.530
C -0.650 1.043 2.591
O 0.098 2.042 2.660
H 0.565 -0.623 3.341
H -1.202 -0.833 3.463
H -0.341 0.290 4.570
*
```

## Properties
LUMO energy (spin up / spin down) ... -7.5 / -12.1 eV
E ... -1280.37812 a.u.
Frontier orbital gap (spin up / spin down) ... 7.48 / 4.29 eV
Energy above the lowest of the compared OMol25 structures with the same formula, charge and spin ... 0.00 kJ/mol